P) Formula: C24H25N3O4S
Source: the OMol25 dataset
Level of theory: ωB97M-V/def2-TZVPD

Last column: Mulliken charge in e.
Atoms and positions in Å:
1 C -1.908 -4.206 -0.307  -0.713
2 H -2.141 -3.166 -0.095  -0.070
3 C -2.760 -4.728 -1.458  -0.451
4 C -2.574 -3.944 -2.760  -0.550
5 O -3.149 -2.652 -2.693  -0.441
6 C -2.428 -1.557 -2.361  0.622
7 C -1.052 -1.503 -2.141  0.035
8 C -0.444 -0.308 -1.809  -0.564
9 C -1.189 0.862 -1.699  -0.011
10 C -2.559 0.819 -1.961  -0.814
11 C -3.169 -0.372 -2.273  -0.795
12 H -4.230 -0.422 -2.462  0.470
13 H -3.138 1.727 -1.898  0.486
14 C -0.559 2.129 -1.316  0.527
15 C 0.237 2.259 -0.211  -0.678
16 C 0.808 3.519 0.163  0.971
17 O 0.702 4.578 -0.448  -0.826
18 C 1.549 3.287 1.467  0.080
19 O 2.209 4.071 2.113  -0.683
20 N 1.342 1.986 1.792  0.304
21 C 1.893 1.400 2.985  -0.955
22 C 3.004 0.378 2.714  -0.606
23 H 2.581 -0.513 2.246  0.276
24 H 3.424 0.082 3.676  0.503
25 C 4.132 0.932 1.833  -0.790
26 N 3.762 0.977 0.442  0.248
27 C 3.372 -0.072 -0.322  -0.244
28 N 3.026 0.293 -1.526  -0.574
29 C 3.205 1.640 -1.563  -0.751
30 C 3.663 2.081 -0.356  -0.296
31 H 3.917 3.061 -0.008  0.603
32 H 2.995 2.200 -2.452  0.465
33 H 3.366 -1.086 0.030  0.515
34 H 4.387 1.946 2.150  0.373
35 H 5.018 0.297 1.943  0.415
36 H 2.294 2.235 3.568  0.571
37 H 1.091 0.919 3.556  0.265
38 C 0.537 1.232 0.847  0.541
39 C -0.717 0.695 1.465  0.311
40 C -1.753 1.388 2.011  -0.721
41 C -2.793 0.550 2.468  -0.878
42 C -2.533 -0.765 2.261  -0.462
43 S -1.008 -1.010 1.510  -0.124
44 H -3.141 -1.614 2.505  0.525
45 H -3.694 0.914 2.927  0.437
46 H -1.771 2.461 2.083  0.573
47 H 1.116 0.388 0.453  0.243
48 O -0.835 3.177 -2.075  -0.653
49 H -0.360 3.971 -1.709  0.465
50 H 0.628 -0.279 -1.684  0.508
51 H -0.436 -2.383 -2.225  0.340
52 H -3.124 -4.449 -3.562  0.314
53 H -1.519 -3.903 -3.043  0.325
54 H -2.511 -5.772 -1.656  0.368
55 H -3.815 -4.679 -1.181  0.271
56 H -0.849 -4.281 -0.544  0.263
57 H -2.097 -4.789 0.591  0.435

Computed properties:
SMILES string: CCCOc1ccc(/C(O)=C2/C(=O)C(=O)N(CCCn3ccnc3)[C@H]2c2cccs2)cc1
Orbital gap, eV: 8.172
Multiplicity: 1
HOMO, eV: -8.38

Q) Formula: C24H25N3O4S
Source: the OMol25 dataset
Level of theory: ωB97M-V/def2-TZVPD

Last column: Mulliken charge in e.
Atoms and positions in Å:
1 C 0.494 -0.892 -6.422  -0.802
2 O 1.377 -0.891 -5.277  -0.445
3 C 0.956 -0.470 -4.053  0.653
4 C 1.833 -0.709 -2.974  -0.976
5 C 1.403 -0.505 -1.682  0.023
6 C 0.140 0.009 -1.349  -0.450
7 C -0.219 0.344 0.134  0.329
8 C -1.602 0.168 0.395  0.135
9 C -2.301 1.283 1.050  0.407
10 O -1.748 2.359 1.368  -0.758
11 N -3.671 1.114 1.318  0.153
12 C -4.337 2.051 2.186  -1.088
13 C -4.490 0.233 0.622  0.676
14 O -5.741 0.198 0.788  -0.710
15 N -3.879 -0.621 -0.295  0.138
16 C -4.793 -1.578 -0.887  -1.101
17 C -2.482 -0.871 -0.279  -0.370
18 O -2.032 -1.861 -0.870  -0.685
19 C -0.667 0.410 -2.470  -0.332
20 C -0.276 0.170 -3.799  -0.710
21 H 1.100 -1.318 -7.224  0.249
22 H -0.389 -1.524 -6.248  0.335
23 H 0.195 0.131 -6.688  0.302
24 H 2.818 -1.122 -3.185  0.442
25 H 2.069 -0.829 -0.879  0.408
26 H 0.190 1.579 0.287  0.188
27 H -5.372 1.717 2.236  0.418
28 H -3.867 2.011 3.172  0.265
29 H -4.272 3.061 1.774  0.303
30 H -4.338 -2.025 -1.768  0.317
31 H -5.053 -2.350 -0.151  0.328
32 H -5.715 -1.044 -1.133  0.367
33 H -1.635 0.882 -2.295  0.395
34 H -0.945 0.458 -4.612  0.334
35 C 1.527 -0.511 4.101  -1.054
36 S 0.157 -0.224 2.855  0.340
37 C -0.430 1.166 3.959  -1.123
38 C 0.877 0.633 1.369  0.410
39 C 2.324 0.160 1.162  -0.751
40 C 3.286 1.109 0.754  -0.085
41 C 4.591 0.722 0.428  -0.728
42 C 4.978 -0.611 0.581  0.591
43 C 6.284 -1.048 0.162  -0.193
44 N 7.343 -1.422 -0.212  -0.516
45 C 4.067 -1.546 1.087  -0.897
46 C 2.745 -1.168 1.378  -0.235
47 H 2.301 -1.196 3.750  0.462
48 H 2.008 0.408 4.465  0.368
49 H 1.016 -0.977 4.954  0.448
50 H -0.969 1.933 3.392  0.362
51 H -1.116 0.671 4.657  0.469
52 H 0.391 1.607 4.544  0.455
53 H 1.048 1.593 1.990  0.733
54 H 3.051 2.182 0.744  0.467
55 H 5.309 1.453 0.041  0.467
56 H 4.385 -2.580 1.238  0.426
57 H 2.075 -1.921 1.816  0.845

Computed properties:
Orbital gap, eV: 6.464
Multiplicity: 1
HOMO, eV: -7.04

Energies in kJ/mol, measured from the most stable structure: P) 0.0; Q) 514.8.